# 1
Formula: C31H47CdN9O3PS3
Source: the OMol25 dataset
Level of theory: the ωB97M-V functional and the def2-TZVPD basis

ΔE to the lowest compared entry with this formula, charge and spin ... 0.0 kJ/mol
Electronic energy ... -98823.454 eV

```
! RIJCOSX wB97M-V def2-TZVPD def2/J DEFGRID3
* xyz -2 2
Cd 0.272 0.438 -1.615
C -0.890 0.658 -7.766
C -1.831 1.164 -6.673
N -1.181 1.936 -5.638
C -0.329 1.326 -4.719
S 0.656 2.408 -3.764
N -0.364 0.029 -4.675
N 0.366 -0.504 -3.634
C 0.887 -1.704 -3.787
C 0.631 -2.481 -5.045
C 1.683 -2.203 -2.718
C 2.276 -3.497 -2.674
C 3.083 -3.857 -1.631
C 3.326 -2.936 -0.578
C 2.675 -1.717 -0.659
N 1.888 -1.342 -1.651
H -1.435 0.063 -8.506
H -0.409 1.493 -8.283
H -0.118 0.035 -7.317
H -2.614 1.790 -7.112
H -2.315 0.313 -6.193
H -0.902 2.876 -5.860
H 0.816 -1.852 -5.917
H 1.255 -3.370 -5.115
H -0.421 -2.778 -5.087
H 2.079 -4.209 -3.465
H 3.524 -4.849 -1.609
H 3.955 -3.177 0.269
H 2.778 -0.980 0.132
O -4.201 -1.197 0.248
N -3.487 -2.265 0.461
C -3.749 -2.984 1.579
C -3.062 -4.119 1.920
C -2.027 -4.538 1.077
C -1.766 -3.815 -0.059
C -2.500 -2.663 -0.432
S -2.223 -1.833 -1.883
H -4.547 -2.558 2.170
H -3.313 -4.638 2.835
H -1.432 -5.411 1.317
H -0.968 -4.096 -0.732
S -4.288 2.469 -0.928
C -3.178 3.697 -1.390
C -1.957 3.149 -1.600
N -1.883 1.794 -1.383
C -3.034 1.298 -1.037
H -3.471 4.727 -1.511
H -1.075 3.662 -1.950
H -3.227 0.251 -0.803
O -0.100 -0.252 0.621
P 0.511 0.556 1.727
N -0.044 2.074 2.148
C 0.707 3.097 2.855
C -0.382 3.997 3.445
C -1.543 3.831 2.461
C -1.475 2.345 2.124
N -0.174 -0.279 3.051
C -0.724 -1.625 2.978
C -1.471 -1.759 4.300
C -0.575 -0.978 5.263
C -0.122 0.214 4.412
N 2.122 0.454 2.218
C 2.572 -0.771 2.901
C 4.013 -0.464 3.288
C 4.500 0.371 2.111
C 3.286 1.230 1.752
H 1.353 3.664 2.175
H 1.349 2.667 3.632
H -0.047 5.029 3.562
H -0.683 3.623 4.428
H -1.366 4.418 1.557
H -2.508 4.121 2.878
H -1.897 2.111 1.150
H -2.019 1.743 2.868
H 0.060 -2.396 2.901
H -1.360 -1.731 2.104
H -1.630 -2.798 4.593
H -2.449 -1.275 4.215
H 0.290 -1.594 5.531
H -1.070 -0.674 6.187
H 0.883 0.562 4.694
H -0.799 1.070 4.557
H 2.530 -1.643 2.236
H 1.957 -0.997 3.769
H 4.598 -1.370 3.456
H 4.027 0.131 4.208
H 4.748 -0.286 1.273
H 5.381 0.975 2.337
H 3.215 1.419 0.687
H 3.327 2.194 2.273
C 1.411 3.027 -0.313
O 1.331 1.659 -0.105
H 2.295 3.473 0.188
H 0.526 3.564 0.074
H 1.494 3.269 -1.380
*
```


# 2
Formula: CH12O5
Source: the OMol25 dataset
Level of theory: the ωB97M-V functional and the def2-TZVPD basis

ΔE to the lowest compared entry with this formula, charge and spin ... 71.8 kJ/mol
SMILES ... CO.O.O.O.O
Electronic energy ... -11468.741 eV

```
! RIJCOSX wB97M-V def2-TZVPD def2/J DEFGRID3
* xyz 0 1
C 1.683 -1.357 -0.527
O 0.627 -0.400 -0.755
H 1.463 -2.321 -0.990
H 2.610 -0.904 -0.879
H 1.690 -1.502 0.541
H 0.482 -0.393 -1.704
H -0.609 -0.849 1.302
H 0.075 0.156 2.200
O -0.188 -0.769 2.166
H -2.010 -0.752 -1.295
H -2.718 -1.714 -0.392
O -2.753 -0.799 -0.686
H 2.083 2.488 -0.590
H 1.379 1.296 0.078
O 2.003 2.020 0.243
H -2.596 1.518 0.539
H -1.475 2.382 -0.023
O -1.744 1.900 0.771
*
```


# 3
Formula: C3H8N2
Source: the OMol25 dataset
Level of theory: the ωB97M-V functional and the def2-TZVPD basis

ΔE to the lowest compared entry with this formula, charge and spin ... 142.2 kJ/mol
SMILES ... [H]/N=C/NCC
Electronic energy ... -6220.373 eV

```
! RIJCOSX wB97M-V def2-TZVPD def2/J DEFGRID3
* xyz 0 1
C 1.090 -1.499 0.770
C 0.680 -0.054 0.492
N -0.489 -0.002 -0.372
C -0.891 1.177 -0.955
N -2.085 1.560 -0.961
H 0.436 -2.184 0.232
H 0.889 -1.761 1.814
H 2.137 -1.710 0.598
H 0.497 0.508 1.413
H 1.506 0.444 -0.022
H -1.262 -0.572 -0.051
H -0.102 1.728 -1.488
H -2.405 2.365 -1.471
*
```


# 4
Formula: C5H14
Source: the OMol25 dataset
Level of theory: the ωB97M-V functional and the def2-TZVPD basis

ΔE to the lowest compared entry with this formula, charge and spin ... 51.6 kJ/mol
SMILES ... CCC.CC
Electronic energy ... -5411.515 eV

```
! RIJCOSX wB97M-V def2-TZVPD def2/J DEFGRID3
* xyz 0 1
C 0.882 0.893 -1.551
C -0.616 0.577 -1.622
C 1.260 1.864 -0.411
H 1.537 0.017 -1.501
H 1.198 1.282 -2.525
H -1.238 1.375 -1.227
H -0.834 -0.379 -1.162
H 1.123 2.884 -0.766
H 0.627 1.690 0.459
H -0.828 0.380 -2.673
H 2.286 1.661 -0.111
C -0.063 -1.856 2.003
C -1.255 -1.265 1.250
H -0.310 -1.965 3.058
H 0.366 -2.735 1.532
H 0.721 -1.094 2.073
H -1.479 -1.690 0.279
H -1.172 -0.186 1.136
H -2.206 -1.452 1.758
*
```


Among the records above, which one has the lowest electronic energy?
C31H47CdN9O3PS3


Which of these has the highest ΔE to the lowest compared entry with this formula, charge and spin?
C3H8N2


What is the ΔE to the lowest compared entry with this formula, charge and spin in the third record?
142.2 kJ/mol


Among the records above, which one has the lowest electronic energy?
C31H47CdN9O3PS3